Entry 1:
Density functional theory data (the ωB97M-V functional and the def2-TZVPD basis) for 2 unconnected molecules or ions with the total composition C15H26F4N3O.

Output
Max |F| ... 7.15 eV/A
E ... -1225.5652 Eh
Total charge ... +1
Kohn-Sham gap ... 6.17 eV

```
49
Properties=species:S:1:pos:R:3:mulliken_charge:R:1
C -3.4673 -3.2400 1.7378 -0.33
C -2.9867 -3.0920 0.5088 -0.38
C -2.3558 -2.5834 -0.8747 -0.57
N -1.1842 -1.6621 -0.7424 0.68
C -0.1742 -2.1213 0.2681 -0.50
C 0.3958 -3.5699 -0.2426 -0.77
C 1.7151 -4.0499 0.5450 0.77
F 1.3040 -4.7301 1.7413 -0.24
F 2.6510 -2.9892 0.7819 -0.23
F 2.3918 -4.9949 -0.3402 -0.25
C -1.5735 -0.2497 -0.5777 -1.06
N -2.6571 0.0596 0.2174 -0.05
N -0.9195 0.8979 -1.2461 0.32
C 0.5292 1.0464 -0.8657 -0.11
C 1.1895 2.4731 -1.2511 0.06
C 2.6185 2.1802 -1.9701 -1.09
C -1.1480 0.9174 -2.7286 -0.53
C -0.4906 -0.3100 -3.5447 0.19
F -0.5069 -0.1230 -4.9996 -0.33
H -3.6425 -3.5529 2.8378 0.36
H -2.0829 -3.5441 -1.4793 0.46
H -3.1679 -2.0542 -1.5265 0.56
H -0.5411 -2.1343 1.3574 0.32
H 0.7607 -1.4206 0.2565 0.37
H 0.7275 -3.3845 -1.3469 0.28
H -0.3846 -4.4104 -0.1981 0.34
H -2.6363 -0.0076 1.2539 0.28
H -3.5350 0.2934 -0.2998 0.29
H 0.5711 0.9764 0.3020 -0.10
H 1.1110 0.1271 -1.2515 0.23
H 0.4826 3.1474 -1.8714 0.42
H 1.4252 3.0667 -0.2740 -0.04
H 3.4458 2.7111 -1.3414 0.34
H 2.6332 2.5247 -3.0708 0.25
H 2.9153 1.0591 -1.9729 0.31
H -2.2902 0.9665 -2.9076 0.32
H -0.7046 1.8924 -3.1929 0.30
H 0.5814 -0.5851 -3.2380 0.15
H -1.1370 -1.2633 -3.3570 0.03
C 0.5983 4.2958 3.9821 -1.14
C 1.0970 3.3584 2.9158 0.82
O 1.2717 3.7382 1.7688 -0.55
C 1.3725 1.9336 3.3185 -0.97
H 0.4432 5.2871 3.5490 0.32
H -0.3530 3.9346 4.3793 0.33
H 1.3375 4.3753 4.7823 0.34
H 0.4554 1.4674 3.6861 0.29
H 2.1459 1.9080 4.0890 0.40
H 1.7263 1.3731 2.4488 0.14
```

Entry 2:
Density functional theory data (the ωB97M-V functional and the def2-TZVPD basis) for a single C3H3NO2 molecule.

Output
Max |F| ... 2.18 eV/A
Energy relative to the best compared isomer or geometry (same formula, charge and spin) ... 455.7 kJ/mol
E ... -321.2041 Eh
Kohn-Sham gap (spin up / spin down) ... 8.20 / 8.19 eV

```
9
Properties=species:S:1:pos:R:3:mulliken_charge:R:1
O 2.2158 -0.1952 0.1551 -0.61
C 1.0223 -0.3892 0.3243 0.40
N 0.3437 -1.5543 0.5167 -0.40
O -1.0091 -1.2270 0.2691 -0.03
C -1.1987 -0.0360 -0.1403 0.06
C 0.0415 0.7065 -0.1370 -0.48
H 0.8044 0.7156 -0.9477 0.27
H -2.2366 0.2543 -0.2886 0.41
H 0.0169 1.7253 0.2484 0.37
```

Entry 3:
Density functional theory data (the ωB97M-V functional and the def2-TZVPD basis) for a molecular structure, C31H46BrN3OP2Zr.

Output
Max |F| ... 4.97 eV/A
Energy relative to the best compared isomer or geometry (same formula, charge and spin) ... 394.5 kJ/mol
E ... -4750.4424 Eh
Total charge ... +4
Kohn-Sham gap (spin up / spin down) ... 3.36 / 3.35 eV

```
85
Properties=species:S:1:pos:R:3:mulliken_charge:R:1
N 2.9210 5.0979 2.2163 -0.44
C 3.2778 3.8723 2.5967 -0.67
C 2.5549 2.7352 2.2011 -0.18
C 1.4955 2.9512 1.3117 0.03
C 1.0262 4.2465 1.0651 -0.36
C 1.8099 5.3028 1.5206 -0.57
C 0.8402 1.8410 0.5899 0.64
Zr 0.0688 0.0484 -0.2695 -2.65
P -0.0607 -1.5102 -2.3329 1.21
C 0.4919 2.0297 -0.8383 -0.10
C 1.5307 1.8461 -1.8807 0.42
C 1.0598 1.9913 -3.2191 -0.58
C 1.8458 1.5788 -4.2796 -0.81
C 3.2012 1.2846 -4.0203 0.26
C 3.7269 1.2397 -2.7168 -0.85
C 2.8759 1.4695 -1.6249 -0.21
Br 4.3035 1.0989 -5.4771 0.20
H 0.0471 1.3435 1.2650 0.48
H -0.3574 2.6810 -1.1036 1.26
H 2.7671 1.7371 2.5866 0.51
H 0.0764 4.4307 0.5698 0.41
H 4.1742 3.7424 3.2032 0.43
H 1.5354 6.3235 1.2596 0.43
H 0.0472 2.3831 -3.4044 0.84
H 3.2804 1.3836 -0.6029 0.72
H 1.4226 1.5147 -5.2864 0.58
H 4.7794 1.0150 -2.5294 0.53
P -2.2510 0.4582 1.1072 1.78
C 0.5788 -2.0820 -3.9153 -0.31
C -0.2432 -2.5658 -5.1224 -1.25
H 1.3322 -2.8569 -3.6995 0.52
H 1.1328 -1.1885 -4.2539 0.21
H 0.4738 -2.7488 -5.9378 0.42
H -0.7726 -3.5088 -4.9421 0.36
H -0.9493 -1.8005 -5.4669 0.27
C -1.3427 -0.1858 -2.6117 1.38
C -2.6703 -0.2374 -3.4050 -1.47
H -0.7909 0.6005 -3.1532 -0.07
H -1.6108 0.2093 -1.5769 -0.79
H -3.1342 0.7688 -3.3470 0.37
H -2.4547 -0.4340 -4.4634 0.38
H -3.3851 -0.9778 -3.0242 0.43
C -0.2247 -2.7976 -1.0235 -0.08
C -0.6778 -4.2368 -1.3168 -1.47
H -0.8379 -2.4190 -0.1771 0.05
H 0.8137 -2.8821 -0.6656 0.29
H -0.8888 -4.7367 -0.3576 0.44
H -1.5818 -4.2557 -1.9329 0.38
H 0.1345 -4.7901 -1.8020 0.39
C -2.7283 -1.1211 1.9176 -0.60
C -4.1207 -1.2471 2.5532 -1.37
H -1.9589 -1.3204 2.6770 0.37
H -2.6142 -1.8943 1.1432 0.33
H -4.2127 -0.6973 3.4995 0.34
H -4.9273 -0.9249 1.8854 0.37
H -4.2921 -2.3097 2.7753 0.44
C -3.6727 0.7211 -0.0444 -0.80
C -3.6998 2.0896 -0.6977 -1.25
H -4.5575 0.5597 0.5809 0.76
H -3.6357 -0.0675 -0.8028 0.45
H -3.9145 2.8721 0.0388 0.37
H -2.7582 2.3449 -1.2032 0.17
H -4.4955 2.1136 -1.4537 0.40
C -2.8439 1.6714 2.3743 -0.73
C -2.1990 1.6081 3.7521 -1.17
H -3.9292 1.4833 2.4617 0.58
H -2.7148 2.6827 1.9598 0.47
H -2.6230 2.4053 4.3791 0.46
H -2.3998 0.6574 4.2615 0.30
H -1.1137 1.7700 3.7236 0.21
N 2.9085 -4.1363 4.6565 -0.38
C 3.6351 -3.4710 3.6913 0.17
O 4.7676 -3.8106 3.3744 -0.53
C 2.9443 -2.3068 3.0663 0.77
C 1.8058 -1.7180 3.6346 -1.48
C 0.9850 -0.9336 2.8402 0.03
N 1.1950 -0.8933 1.4889 0.03
C 2.4553 -1.1468 1.0147 0.03
C 3.3459 -1.8789 1.7915 -1.10
H 3.2563 -5.0520 4.8965 0.29
H 1.9035 -4.0462 4.6857 0.21
H 1.5387 -1.8741 4.6786 0.66
H 0.2145 -0.2835 3.2694 0.44
H 2.7524 -0.7002 0.0491 0.42
H 4.3112 -2.1559 1.3692 0.56
```

Entry 4:
Density functional theory data (the ωB97M-V functional and the def2-TZVPD basis) for 2 unconnected molecules or ions with the total composition C5H15NO.

Output
Max |F| ... 3.65 eV/A
Energy relative to the best compared isomer or geometry (same formula, charge and spin) ... 259.5 kJ/mol
E ... -329.4088 Eh
Kohn-Sham gap ... 10.29 eV

```
22
Properties=species:S:1:pos:R:3:mulliken_charge:R:1
C 0.9819 -2.1868 0.7150 -1.03
C 0.2980 -1.1876 -0.2442 -0.44
N -0.7875 -0.2786 0.3805 -0.52
C -0.1787 0.3001 1.7152 0.29
C -0.5251 -0.4378 3.2294 -0.99
C -0.6817 1.7278 1.8102 -1.34
H 1.7809 -1.7922 1.3541 0.31
H 1.6053 -2.8438 0.1561 0.40
H 0.2283 -2.7240 1.2683 0.26
H 1.0318 -0.5546 -0.8655 0.27
H -0.2771 -1.8451 -0.9004 0.36
H -1.4491 -0.9808 0.7505 0.30
H 0.9172 0.2714 1.4867 0.29
H -0.0445 -0.1128 4.2091 0.32
H -1.5944 -0.3309 3.4047 0.36
H -0.4675 -1.5542 3.0079 0.20
H -0.5591 2.1683 0.8044 0.34
H -1.7351 1.4340 2.1039 0.24
H -0.3267 2.3564 2.5570 0.39
O 0.7374 1.9076 -6.6629 -0.60
H 0.9972 1.4673 -5.8928 0.30
H 0.1399 2.4362 -6.1573 0.31
```

Entry 5:
Density functional theory data (the ωB97M-V functional and the def2-TZVPD basis) for 3 unconnected molecules or ions with the total composition C25H59Br2NO9P3S.

Output
Max |F| ... 10.01 eV/A
E ... -8289.7357 Eh
Total charge ... -1
Kohn-Sham gap ... 3.00 eV

```
100
Properties=species:S:1:pos:R:3:mulliken_charge:R:1
C -2.1913 -1.5775 4.7889 -0.92
C -2.7476 -0.4601 3.7287 -0.47
C -2.3232 -0.7772 2.1390 0.51
C -3.6070 -0.6917 1.2020 -0.93
C -4.2260 -1.8281 0.2943 -0.76
P -4.9726 -3.4668 0.9252 1.84
N -5.4663 -5.1034 1.4358 -0.93
S -4.2113 -4.5900 -0.8111 -0.47
C -3.3452 -3.9612 1.8829 0.07
C -2.0057 -4.1214 0.9272 -0.76
C -5.7584 -2.5880 2.4087 -0.67
C -6.7831 -1.3514 2.1666 -0.19
C -8.1922 -1.4445 3.0774 -0.33
O -8.5999 -0.1270 3.6092 -0.54
C -6.5266 -3.3530 -0.2283 -0.38
Br -6.4089 -2.7313 -2.1878 -0.18
C -7.9132 -3.7647 0.0861 -0.14
C -9.1642 -3.6208 -1.0223 -1.09
Br -8.4987 -4.5969 1.7817 -0.18
H -2.0217 -1.0962 5.8691 0.28
H -1.2827 -2.2134 4.4164 0.19
H -3.0836 -2.3541 4.9520 0.22
H -2.2999 0.5944 4.0520 0.42
H -3.9014 -0.3731 3.8910 0.23
H -1.5427 0.0983 1.9011 0.08
H -1.6873 -1.7424 2.1894 -0.23
H -4.4007 -0.0324 1.8104 0.17
H -3.2856 0.1321 0.3781 0.31
H -3.5009 -1.9457 -0.6482 0.39
H -5.1753 -1.2501 -0.1581 0.13
H -5.5825 -5.2172 2.4602 0.26
H -4.9113 -5.8630 0.9890 0.24
H -3.7013 -3.7495 -1.7846 0.16
H -3.1391 -3.2891 2.8105 -0.30
H -3.4224 -5.0559 2.3638 0.39
H -1.8653 -3.2893 0.1224 0.15
H -1.8057 -5.2211 0.5520 0.28
H -1.1029 -3.9332 1.6940 0.16
H -4.9153 -2.1439 3.1347 -0.39
H -6.3266 -3.3179 3.1695 0.46
H -6.9828 -1.0131 1.0705 0.18
H -6.3224 -0.3699 2.6797 0.21
H -9.0298 -1.7532 2.2962 0.22
H -8.0883 -2.2650 3.9392 0.11
H -9.5957 -0.0820 3.4016 0.36
H -8.9503 -4.2109 -2.0153 0.28
H -10.1785 -4.0166 -0.5985 0.32
H -9.2769 -2.4493 -1.1988 0.28
O 1.9853 -2.0748 1.8804 -0.66
P 3.3327 -1.6259 1.2637 1.08
O 4.2598 -2.5858 2.2451 -0.36
C 4.3809 -3.9580 1.9157 -0.31
C 5.3216 -4.1552 0.7437 -0.94
O 3.4520 -0.2431 2.1903 -0.39
C 2.2727 0.4408 2.5972 -0.34
C 1.8792 0.0383 4.0079 -1.22
O 4.8382 -1.1242 0.5747 -0.28
C 4.7363 -0.3950 -0.6395 -0.33
C 4.1813 1.0006 -0.4286 -0.80
H 3.3936 -4.3839 1.7041 0.26
H 4.7809 -4.4689 2.7954 0.33
H 4.8925 -3.7395 -0.1733 0.22
H 5.5146 -5.2209 0.5773 0.41
H 6.2735 -3.6460 0.9164 0.22
H 1.4578 0.2697 1.8859 0.39
H 2.4884 1.5140 2.5749 0.38
H 1.8536 -1.0479 4.1352 0.28
H 0.8953 0.4418 4.2650 0.34
H 2.6099 0.4169 4.7288 0.34
H 4.1211 -0.9569 -1.3493 0.31
H 5.7451 -0.3225 -1.0565 0.31
H 3.1159 0.9606 -0.1773 0.21
H 4.2852 1.6025 -1.3359 0.29
H 4.6931 1.5090 0.3953 0.24
O 3.7853 4.8900 -3.9818 -0.69
P 5.1327 5.3390 -4.5984 1.05
O 6.0598 4.3790 -3.6171 -0.33
C 6.1809 3.0069 -3.9464 -0.25
C 7.1216 2.8097 -5.1185 -1.06
O 5.2520 6.7218 -3.6719 -0.34
C 4.0727 7.4056 -3.2650 -0.36
C 3.6792 7.0032 -1.8542 -1.18
O 6.6382 5.8406 -5.2874 -0.23
C 6.5363 6.5699 -6.5017 -0.37
C 5.9813 7.9655 -6.2908 -0.94
H 5.1936 2.5810 -4.1581 0.28
H 6.5809 2.4960 -3.0667 0.30
H 6.6925 3.2254 -6.0355 0.24
H 7.3146 1.7440 -5.2849 0.41
H 8.0735 3.3188 -4.9458 0.25
H 3.2578 7.2345 -3.9763 0.39
H 4.2884 8.4788 -3.2872 0.39
H 3.6536 5.9170 -1.7269 0.28
H 2.6953 7.4067 -1.5972 0.36
H 4.4099 7.3818 -1.1334 0.30
H 5.9211 6.0080 -7.2115 0.32
H 7.5451 6.6424 -6.9187 0.34
H 4.9159 7.9255 -6.0395 0.22
H 6.0852 8.5674 -7.1981 0.42
H 6.4931 8.4738 -5.4669 0.24
```

Entry 6:
Density functional theory data (the ωB97M-V functional and the def2-TZVPD basis) for a molecular structure, C20H26F6NO.

Output
<S²> ... 0.7546
Max |F| ... 2.99 eV/A
Energy relative to the best compared isomer or geometry (same formula, charge and spin) ... 119.8 kJ/mol
Spin multiplicity ... 2
E ... -1506.8465 Eh
Kohn-Sham gap (spin up / spin down) ... 9.17 / 8.07 eV

```
54
Properties=species:S:1:pos:R:3:mulliken_spin:R:1
H -1.8161 2.6947 0.5136 0.22
C -1.3615 3.9573 0.1057 0.50
C -0.5798 3.8148 -1.1863 0.01
C -1.1902 4.4964 -2.4313 0.01
C -1.7753 5.8695 -2.1218 0.00
C -2.9463 5.6571 -1.1509 0.00
C -2.4136 5.0782 0.1839 0.00
C -3.7786 6.9547 -1.0979 0.00
H -0.6693 4.1555 0.9324 0.01
H 0.4023 4.2769 -0.9946 0.03
H -0.3447 2.7737 -1.4935 0.01
H -0.4337 4.6190 -3.2129 0.00
H -1.9882 3.8420 -2.8322 0.00
H -1.0295 6.5374 -1.6533 0.00
H -2.1709 6.3276 -3.0529 0.00
H -3.6258 4.9153 -1.6221 0.00
H -3.2904 4.7370 0.7510 0.03
H -1.9424 5.9083 0.7427 0.03
H -3.2162 7.7515 -0.5951 0.00
H -3.9919 7.2512 -2.1621 0.00
H -4.7532 6.8002 -0.6018 0.00
C -4.5030 2.5115 0.5104 0.01
C -3.6859 1.3182 0.9423 -0.02
N -2.2506 1.6218 0.7620 0.14
C -1.3891 0.6392 1.1429 -0.01
C 0.1317 0.7224 1.1214 0.00
C 0.8080 -0.4190 1.6171 0.00
C 2.2058 -0.3965 1.7073 0.00
C 2.9448 -1.5614 2.2970 0.00
F 4.0961 -1.8041 1.5837 0.00
F 3.2962 -1.3278 3.6007 0.00
F 2.2011 -2.7073 2.2914 0.00
C 2.9455 0.6693 1.1932 0.00
C 2.2668 1.8243 0.8140 0.00
C 3.0343 3.0641 0.4476 0.00
F 2.7946 3.4740 -0.8413 0.00
F 2.7192 4.1378 1.2634 0.00
F 4.3692 2.8377 0.5758 0.00
C 0.8844 1.8360 0.7519 0.01
O -1.7855 -0.4646 1.5691 0.02
C -4.0357 0.9622 2.4061 0.01
C -4.0764 0.1424 0.0283 0.01
H -4.2111 2.8266 -0.5010 0.00
H -5.5683 2.2307 0.4879 0.00
H -4.3955 3.3458 1.2121 0.00
H 0.2473 -1.3145 1.8930 0.00
H 4.0298 0.5862 1.0674 0.00
H 0.3640 2.7168 0.4077 0.00
H -3.5025 0.0535 2.7171 0.00
H -3.7396 1.7800 3.0818 0.00
H -5.1182 0.7894 2.5121 0.00
H -3.5151 -0.7504 0.3141 0.00
H -5.1573 -0.0688 0.0733 0.00
H -3.8062 0.4200 -1.0026 0.00
```

Entry 7:
Density functional theory data (the ωB97M-V functional and the def2-TZVPD basis) for a single C18H20N2O3 molecule.

Output
Max |F| ... 0.67 eV/A
Energy relative to the best compared isomer or geometry (same formula, charge and spin) ... 76.6 kJ/mol
E ... -1033.1814 Eh
Kohn-Sham gap ... 9.20 eV

```
43
Properties=species:S:1:pos:R:3:mulliken_charge:R:1
C 1.2725 4.5330 0.9679 -1.20
C 0.3740 3.8368 -0.0470 -0.35
C 1.1512 2.8244 -0.8843 -0.80
C 1.5371 1.5973 -0.0790 0.48
O 1.0231 1.2893 0.9747 -0.61
N 2.5243 0.8652 -0.6667 0.05
C 2.9860 -0.3884 -0.2459 0.21
C 4.3517 -0.6489 -0.3458 -0.41
C 4.8941 -1.8258 0.1265 -0.61
C 4.0722 -2.7670 0.7272 -0.61
C 2.7132 -2.5425 0.7943 -0.47
C 2.1444 -1.3779 0.2797 0.09
N 0.7517 -1.2633 0.3046 0.04
C -0.0337 -0.7049 -0.6607 0.38
O 0.3910 -0.3319 -1.7385 -0.63
C -1.4718 -0.6378 -0.2938 0.20
C -1.8869 -0.3193 0.9988 -0.31
C -3.2293 -0.2442 1.2947 -0.94
C -4.1910 -0.4954 0.3117 0.89
O -5.4853 -0.4167 0.7188 -0.44
C -6.5057 -0.6472 -0.2226 -0.85
C -3.7784 -0.7926 -0.9840 -0.33
C -2.4287 -0.8491 -1.2779 -0.89
H 1.7043 3.8016 1.6460 0.31
H 0.7017 5.2495 1.5535 0.35
H 2.0803 5.0647 0.4674 0.31
H -0.0798 4.5782 -0.7080 0.39
H -0.4245 3.3107 0.4783 0.24
H 0.5310 2.4618 -1.7088 0.28
H 2.0442 3.2885 -1.3091 0.41
H 2.9567 1.2373 -1.4992 0.28
H 4.9904 0.1041 -0.7853 0.39
H 5.9556 -2.0023 0.0438 0.38
H 4.4885 -3.6797 1.1252 0.39
H 2.0617 -3.2860 1.2315 0.39
H 0.2859 -1.6804 1.0969 0.27
H -1.1545 -0.0809 1.7555 0.50
H -3.5690 0.0119 2.2858 0.43
H -6.4731 0.0824 -1.0379 0.34
H -7.4409 -0.5341 0.3235 0.24
H -6.4495 -1.6590 -0.6368 0.34
H -4.4952 -0.9760 -1.7688 0.40
H -2.1006 -1.0688 -2.2829 0.45
```